Formula: C38H27F6N3O4OsSb
Source: the OMol25 dataset
Level of theory: ωB97M-V/def2-TZVPD

Each line ends with the Löwdin charge.
Atoms and positions in Å:
Os  0.17129  1.18460  0.82677  1.335
Sb  0.04776  -0.68451  -1.33974  1.624
F  -2.27041  -0.46448  0.78671  -0.059
F  3.63433  -5.29099  0.85403  0.059
F  -0.74628  -1.15861  2.14927  -0.005
F  -2.06986  0.43405  2.74513  0.069
F  -3.99071  -4.08062  -4.67920  0.064
F  3.25888  1.91585  -6.00278  0.065
O  -1.17418  2.02710  -0.75008  -0.305
O  -0.57983  2.64613  2.35769  -0.160
O  -2.79165  3.45129  3.38240  0.049
O  1.97923  1.46934  -0.10256  -0.285
N  -2.46782  1.80625  -0.85562  -0.188
N  1.31165  1.00547  2.51034  -0.166
N  0.81651  1.42082  3.69519  0.100
C  -2.27193  3.11938  4.58357  -0.260
C  -2.58756  2.99519  6.96717  -0.082
C  1.28188  1.54185  -3.01001  -0.123
C  1.18232  0.15330  -2.93804  -0.368
C  -3.00730  -3.56207  -2.61057  0.001
C  2.48618  -0.04018  -4.96130  -0.002
C  -1.42854  -1.66359  -3.89817  -0.119
C  -2.94631  1.30448  -2.00774  -0.013
C  5.34032  -0.83112  0.56470  -0.104
C  1.57159  -4.16997  0.79688  0.001
C  4.39111  -0.71292  1.55289  -0.042
C  2.59911  -2.49003  -1.17330  -0.114
C  1.29532  -2.30992  -0.72419  -0.341
C  -3.29166  2.06493  0.17251  0.002
C  -4.63955  1.80458  0.07252  -0.008
C  3.23952  0.07133  1.38325  -0.147
C  -4.28759  1.03379  -2.15241  -0.022
C  -5.15667  1.27503  -1.09848  -0.038
C  3.38976  -3.50458  -0.65040  -0.005
C  -0.48963  2.34084  6.01540  -0.026
C  -1.27747  2.55116  7.12706  -0.092
C  -0.19094  2.22654  3.53681  -0.417
C  -2.10041  -2.80105  -1.88930  -0.108
C  2.35406  0.24543  2.49976  -0.044
C  4.02140  0.58677  -0.86125  -0.023
C  -1.29256  -1.86213  -2.52857  -0.342
C  -3.10432  -3.35548  -3.97333  -0.282
C  2.86208  -4.31913  0.32858  -0.279
C  -1.31661  0.01617  1.70667  -0.650
C  -2.33323  -2.41960  -4.63288  -0.004
C  -0.97301  2.59859  4.73068  -0.084
C  1.78804  -0.63072  -3.91807  -0.133
C  3.04179  0.72510  0.13399  -0.360
C  0.79219  -3.15304  0.26594  -0.125
C  2.57858  1.33791  -4.99601  -0.280
C  1.99355  2.14352  -4.03911  0.003
C  5.15549  -0.16874  -0.64940  -0.080
C  -3.07696  3.28185  5.70944  -0.015
H  1.71113  -1.71098  -3.87094  0.108
H  0.81457  2.15825  -2.25460  0.082
H  0.52131  1.97024  6.11095  0.110
H  -2.21251  1.13635  -2.78180  0.130
H  -4.08936  3.63603  5.56508  0.116
H  -3.23269  3.11578  7.82801  0.103
H  -2.43894  -2.29170  -5.70183  0.121
H  6.23412  -1.41767  0.73057  0.102
H  -2.02432  -2.94355  -0.81847  0.094
H  -0.81776  -0.92754  -4.40634  0.093
H  -2.07963  3.28744  2.72810  0.049
H  -3.63159  -4.30345  -2.13071  0.123
H  -6.20853  1.04331  -1.18363  0.115
H  -0.21324  -3.01429  0.64378  0.082
H  -2.81585  2.45426  1.05846  0.116
H  3.86614  1.10662  -1.79872  0.111
H  4.40776  -3.64635  -0.98725  0.122
H  -4.64417  0.64294  -3.09455  0.118
H  -5.27392  2.02344  0.91904  0.126
H  2.94938  -0.62919  -5.74146  0.121
H  2.61122  -0.22553  3.44701  0.137
H  2.09773  3.21833  -4.10034  0.124
H  -0.88802  2.35396  8.11666  0.098
H  1.19835  -4.82401  1.57316  0.121
H  3.01565  -1.83261  -1.92374  0.082
H  4.52728  -1.22944  2.49659  0.115
H  5.89492  -0.25574  -1.43585  0.107

Output
Electronic energy (eV): -77811.34676
Kohn-Sham gap (spin up / spin down) (eV): 6.533 / 6.853
Lowest unoccupied orbital energy (spin up / spin down) (hartree): -0.02342 / -0.02437
Multiplicity: 2
Energy above the lowest of the compared OMol25 structures with the same formula, charge and spin (kJ/mol): 207.8
Expectation value of S²: 0.76